Computed, not measured: a structure of composition C30H55AlBr3ClF4MgN2O10Si2 at a distorted geometry, with the ωB97M-V functional and the def2-TZVPD basis.

```
109
Properties=species:S:1:pos:R:3:forces:R:3
C -3.983 -3.408 -6.919 -0.74 0.39 0.31
C -4.139 -3.075 -5.312 0.11 0.13 -0.19
C -2.677 -2.788 -4.570 -0.13 0.34 -0.10
C -2.567 -3.464 -3.077 -0.97 -0.49 -0.99
C -3.957 -3.101 -2.270 -0.23 -1.47 0.00
C -3.762 -3.415 -0.671 -0.73 -0.84 -0.77
Si -2.968 -1.990 0.351 0.86 -0.58 -1.40
O -2.275 -0.684 -0.601 -0.23 1.22 2.70
Si -2.093 0.791 0.395 -0.89 -1.26 -1.43
C -2.120 2.417 -0.636 0.25 1.57 -1.02
C -0.649 2.977 -1.094 0.12 0.57 -1.35
C -0.142 2.165 -2.459 0.03 0.05 1.40
C 1.365 2.686 -2.841 0.07 0.11 -0.39
C 1.434 3.727 -4.113 0.72 0.67 0.04
C 0.666 3.066 -5.429 -1.28 0.43 2.80
C -0.530 0.775 1.520 0.79 1.26 1.10
O -0.330 -0.458 2.296 1.80 1.15 0.06
C 0.832 -0.375 3.195 0.29 -1.37 0.65
C 2.287 -0.269 2.405 -0.38 -0.07 0.83
C 2.441 -1.319 1.150 1.08 5.03 -1.15
H -4.518 -2.543 -7.515 1.13 -1.88 0.98
H -2.864 -3.453 -7.258 -2.18 -0.09 0.66
H -4.558 -4.421 -7.124 1.43 2.14 0.13
H -4.822 -2.112 -5.197 1.41 -2.10 -0.12
H -4.718 -3.976 -4.837 1.26 1.78 -0.72
H -2.578 -1.627 -4.451 -0.08 -2.31 -0.22
H -1.820 -3.149 -5.307 -1.69 0.66 1.70
H -2.557 -4.644 -3.250 0.03 2.45 0.60
H -1.585 -3.185 -2.487 -2.01 -0.28 -1.21
H -4.391 -2.041 -2.510 1.13 -1.86 0.56
H -4.773 -3.881 -2.660 1.76 1.83 0.83
H -3.083 -4.384 -0.596 -1.38 2.02 -0.04
H -4.806 -3.699 -0.182 2.16 0.63 -0.97
H -3.842 -1.405 1.358 -0.37 0.16 0.08
H -1.835 -2.600 1.093 0.08 0.12 0.01
H -3.309 0.819 1.245 0.30 0.05 0.05
H -2.674 3.293 -0.045 1.16 -2.03 -1.09
H -2.762 2.244 -1.621 1.27 0.30 2.04
H -0.702 4.122 -1.428 -0.13 -2.49 0.92
H 0.175 2.942 -0.247 -1.68 -0.17 -1.66
H -0.961 2.367 -3.271 1.61 -0.47 1.35
H -0.126 1.007 -2.212 -0.05 2.31 -0.75
H 1.761 3.292 -1.898 -0.55 -1.37 -2.12
H 2.080 1.784 -3.109 -1.40 1.84 0.73
H 2.535 3.948 -4.465 -2.06 -0.57 0.97
H 0.976 4.774 -3.801 0.68 -2.29 -0.95
H -0.389 3.616 -5.480 1.61 -1.18 -0.23
H 1.227 3.302 -6.428 2.92 -0.51 4.28
H 0.520 1.913 -5.216 0.27 2.09 -1.23
H -0.671 1.649 2.320 0.31 -1.45 -1.76
H 0.391 1.079 0.864 -1.27 -0.69 1.22
H 0.862 -1.400 3.797 -0.33 2.08 -1.36
H 0.703 0.469 4.021 0.50 -1.42 -2.00
H 2.363 0.864 2.044 0.34 -2.61 0.33
H 3.120 -0.530 3.184 -1.51 0.83 -1.41
H 2.415 -2.453 1.458 -1.21 -1.03 0.55
H 1.559 -1.158 0.373 1.48 -1.66 1.13
H 3.439 -1.147 0.521 -2.46 1.01 0.90
N -2.112 0.956 -5.584 0.00 -2.97 1.66
O -2.825 0.854 -4.572 0.61 0.83 -1.31
O -2.130 2.002 -6.253 0.47 1.87 -0.87
O -1.381 0.012 -5.926 -0.08 1.14 -0.05
C 5.584 2.585 3.190 -1.70 0.32 0.56
C 4.101 2.891 3.057 -8.08 1.72 -0.73
N 2.871 3.146 2.947 9.84 -2.14 0.76
H 6.004 3.135 4.037 -0.08 -0.03 -0.10
H 5.730 1.514 3.353 -0.11 0.09 0.04
H 6.109 2.881 2.277 -0.51 0.52 0.44
Al 0.328 3.351 -7.562 -3.95 -0.27 -5.75
C -1.049 -3.030 5.764 -0.26 0.18 -0.32
C -1.966 -3.074 4.793 0.30 0.36 0.27
C -2.448 -4.360 4.252 -0.77 -0.17 -0.75
O -3.286 -4.401 3.361 0.67 0.11 0.62
C -1.878 -5.595 4.826 0.28 -0.22 0.27
C -0.961 -5.551 5.798 -0.22 -0.21 -0.28
C -0.479 -4.265 6.339 0.38 -0.18 0.51
O 0.359 -4.223 7.229 -1.15 -0.83 -1.10
H -0.684 -2.095 6.171 -0.13 -0.03 0.05
H -2.394 -2.177 4.361 -0.02 -0.03 -0.02
H -2.243 -6.530 4.419 -0.02 0.04 0.00
H -0.533 -6.448 6.229 -0.01 0.05 0.02
F 0.139 4.319 -10.291 0.30 -0.84 2.46
C 1.828 -2.132 8.239 0.48 0.08 0.51
C 2.125 -1.459 6.912 -0.31 -0.92 0.36
O 2.577 -0.112 7.118 1.83 1.04 0.05
C 3.901 0.037 7.440 -0.33 -3.31 -0.29
O 4.687 -0.900 7.557 -1.47 2.67 -0.30
C 4.258 1.516 7.583 0.62 2.44 1.26
F 3.335 2.214 8.306 0.69 -1.05 -0.77
F 4.344 2.142 6.374 -0.12 -0.76 0.32
F 5.455 1.719 8.202 -1.25 -0.75 -0.78
H 1.119 -1.536 8.822 -0.01 -0.04 -0.18
H 1.408 -3.129 8.082 0.46 0.86 0.24
H 2.734 -2.229 8.844 -0.02 0.10 -0.17
H 1.207 -1.399 6.318 0.26 0.41 0.09
H 2.852 -2.030 6.322 0.10 0.21 0.19
Cl 3.908 -2.849 1.446 0.15 -0.93 0.32
C -2.304 6.565 0.310 -0.09 0.17 0.26
O -1.257 6.082 -0.512 0.75 -0.16 -0.10
H -3.235 6.560 -0.261 0.22 -0.03 0.02
H -2.411 5.918 1.184 -0.20 0.14 0.09
H -2.079 7.587 0.626 -0.25 -0.02 0.10
H -0.444 6.099 0.022 -0.44 0.04 -0.33
C 3.390 1.996 -10.667 0.10 0.33 -0.55
Br 4.422 3.077 -9.421 -0.32 -0.27 -0.13
Br 4.520 1.170 -12.017 -0.42 0.19 0.62
Br 2.287 0.685 -9.746 0.00 0.38 0.14
H 2.710 2.675 -11.191 0.20 -0.28 0.29
Mg 7.193 1.899 0.894 0.65 -0.54 -0.90
```
Forces are in eV/Å.

## Properties
E_HOMO = -12.03 eV
Net charge = +2
Gap between HOMO and LUMO = 1.273 eV
E_tot = -316732.0133 eV

Results of the Löwdin charge analysis, in e, for atoms 1 through 5:
1 C -0.143
2 C -0.249
3 C -0.220
4 C -0.220
5 C -0.270

***

Computed, not measured: a cluster of 9 separate species, C30H55Cl4N10 in total at a distorted geometry, with the ωB97M-V functional and the def2-TZVPD basis.

```
99
Properties=species:S:1:pos:R:3:forces:R:3
C 4.134 1.767 1.988 0.04 0.44 0.88
C 3.047 0.753 1.632 0.63 0.49 1.02
N 1.677 1.115 2.012 -2.17 1.74 -3.30
C 0.667 1.475 1.048 1.03 0.12 0.62
C -0.474 1.765 1.700 0.83 0.26 0.75
N -0.182 1.645 3.092 -0.34 0.27 -2.45
C 1.087 1.287 3.150 1.13 -1.23 3.31
C -1.172 1.506 4.121 -1.15 -0.12 0.01
H 4.298 1.880 3.079 0.08 -0.44 -0.52
H 3.935 2.796 1.665 -0.12 -0.35 -0.43
H 5.039 1.384 1.491 -0.12 0.36 0.41
H 3.252 -0.167 2.183 0.06 -0.21 -0.61
H 3.142 0.678 0.552 -0.81 -0.64 0.07
H 0.889 1.664 0.009 0.15 -0.10 -0.03
H -1.375 2.199 1.271 0.19 -0.24 0.42
H 1.599 1.076 4.086 -0.34 0.02 -0.17
H -2.104 2.009 3.780 0.74 0.02 0.27
H -0.813 1.946 5.030 0.04 0.34 0.50
H -1.425 0.453 4.317 0.47 0.13 -0.25
C 3.638 -4.584 1.879 -0.08 0.43 -0.40
C 3.022 -5.777 1.152 1.35 -0.16 -0.44
N 1.647 -5.552 0.790 -2.20 0.83 2.20
C 0.597 -5.123 1.651 1.19 0.77 0.37
C -0.519 -4.971 0.908 0.02 -0.44 0.13
N -0.221 -5.362 -0.367 1.84 -0.41 0.72
C 1.115 -5.682 -0.376 -1.99 -0.51 -3.19
C -1.133 -5.397 -1.482 -0.82 -1.18 -0.93
H 4.521 -4.842 2.473 -0.22 -0.16 -0.24
H 2.893 -4.167 2.542 -0.10 0.08 0.52
H 3.896 -3.763 1.193 0.03 -0.51 -0.10
H 3.135 -6.693 1.717 -0.45 -0.17 0.48
H 3.486 -6.006 0.197 0.52 0.43 -0.09
H 0.813 -4.701 2.631 -0.16 -0.51 -0.20
H -1.509 -4.657 1.188 0.09 0.12 0.01
H 1.569 -6.064 -1.296 0.22 0.43 0.59
H -1.736 -6.339 -1.571 0.85 0.38 0.52
H -0.543 -5.325 -2.396 -0.30 0.45 0.04
H -1.881 -4.618 -1.390 0.46 0.53 -0.22
C 4.847 6.557 -5.104 0.96 0.51 -1.71
C 3.921 6.085 -4.096 -1.72 -1.94 1.32
N 2.787 5.320 -4.691 -0.33 0.13 -1.04
C 2.266 5.567 -5.951 -0.19 0.57 0.10
C 1.225 4.737 -6.143 0.12 -1.01 0.62
N 1.153 3.926 -4.995 -0.12 1.69 -2.36
C 2.084 4.318 -4.156 0.51 -0.41 1.09
C 0.191 2.869 -4.915 -0.63 -0.67 1.06
H 5.812 6.872 -4.696 -0.30 -0.02 0.03
H 4.430 7.363 -5.714 0.18 0.08 0.15
H 5.008 5.712 -5.772 0.44 0.06 -0.22
H 3.460 6.802 -3.466 -0.15 1.05 0.53
H 4.371 5.348 -3.457 0.50 -0.17 0.47
H 2.617 6.368 -6.575 0.13 -0.05 -0.04
H 0.577 4.526 -6.983 0.18 0.31 0.18
H 2.187 3.845 -3.173 0.06 0.30 -0.19
H -0.318 2.693 -5.844 0.14 0.30 -0.67
H -0.561 3.101 -4.158 0.29 -0.22 0.06
H 0.736 1.980 -4.659 -0.16 -0.53 0.33
C -8.053 2.323 4.069 -0.23 0.70 -1.01
C -7.283 1.367 4.904 0.59 -0.27 0.87
N -6.548 0.319 4.179 -0.92 -0.74 -1.06
C -7.091 -0.882 3.685 0.29 0.03 0.68
C -6.121 -1.489 2.987 1.80 -0.19 -1.18
N -4.993 -0.623 2.981 -0.88 -0.95 -0.27
C -5.321 0.420 3.681 -0.33 0.89 0.99
C -3.693 -0.789 2.342 0.74 -1.61 -0.88
H -8.847 1.895 3.450 0.19 -0.22 0.18
H -7.357 2.831 3.416 0.05 0.33 -0.40
H -8.512 3.088 4.694 0.04 -0.10 0.14
H -7.985 0.832 5.530 0.24 -0.06 0.65
H -6.509 1.925 5.477 -0.73 -0.54 -0.01
H -8.047 -1.332 3.930 0.08 0.66 0.10
H -6.064 -2.440 2.443 -0.22 0.62 0.45
H -4.672 1.238 3.886 0.30 0.44 0.02
H -3.000 -1.415 2.940 -0.49 0.31 -0.07
H -3.166 0.143 2.144 -0.53 0.20 0.19
H -3.835 -1.306 1.366 0.02 0.47 0.68
C 2.203 -1.657 -3.841 -0.65 0.36 0.31
C 2.069 -0.384 -2.996 -1.72 -0.17 0.61
N 1.535 -0.702 -1.596 1.52 -1.34 -0.22
C 2.082 -1.742 -0.803 -0.31 0.94 -0.82
C 1.194 -1.996 0.150 -0.50 -0.35 1.09
N 0.115 -1.149 0.020 1.82 0.07 -1.20
C 0.358 -0.435 -1.075 -1.60 1.48 -1.08
C -1.090 -1.236 0.726 -2.30 -0.03 0.43
H 2.695 -2.486 -3.346 0.60 0.17 0.19
H 2.691 -1.406 -4.781 0.14 -0.04 -0.02
H 1.214 -2.033 -4.043 -0.53 -0.01 -0.26
H 1.299 0.314 -3.421 0.86 -0.60 0.39
H 3.019 0.114 -2.912 0.28 0.32 0.35
H 2.978 -2.270 -1.031 0.61 -0.19 -0.30
H 1.176 -2.691 0.958 0.29 -0.24 0.27
H -0.289 0.346 -1.484 0.22 -0.50 0.27
H -0.978 -1.873 1.619 0.07 0.26 -0.74
H -1.911 -1.580 0.055 0.66 0.12 0.13
H -1.348 -0.236 1.111 0.03 -0.47 -0.16
Cl 0.570 2.974 -1.791 0.07 0.05 0.12
Cl 3.966 -4.041 -1.751 0.10 -0.55 0.11
Cl -1.348 -2.057 -2.481 -0.33 -0.25 -0.22
Cl 0.092 -1.469 3.503 0.19 -0.26 0.71
```
Forces are in eV/Å.

## Properties
E_HOMO = -8.72 eV
Net charge = +1
Gap between HOMO and LUMO = 6.344 eV
E_tot = -96986.9707 eV

Results of the Löwdin charge analysis, in e, for atoms 1 through 5:
1 C -0.073
2 C -0.159
3 N 0.010
4 C -0.071
5 C -0.039

***

What is the formula in the second record?
C30H55Cl4N10

***

The lowest E_HOMO belongs to which entry?
C30H55AlBr3ClF4MgN2O10Si2